No. 1
The following is a DFT calculation (ωB97M-V/def2-TZVPD) of C31H27BrEuN4O2P as an isolated structure at a distorted geometry.

Element x y z (Å)
C1 3.457 -14.423 -6.509
C2 5.407 -23.854 -2.062
C3 5.956 -22.472 -3.928
C4 5.244 -15.613 -4.626
C5 5.334 -23.577 -3.424
H1 5.504 -17.074 -6.170
H2 7.992 -19.231 -11.628
H3 10.261 -18.480 -1.056
Br1 7.760 -20.769 -0.791
H4 3.743 -17.522 -3.673
C6 6.799 -20.813 -10.864
H5 4.750 -14.000 -3.394
C7 4.616 -14.405 -4.385
C8 2.658 -17.522 -1.732
H6 4.008 -16.202 -7.757
H7 12.038 -15.562 -4.520
H8 6.134 -16.270 -0.426
H9 12.976 -15.387 -2.387
H10 6.142 -23.077 -0.192
C9 4.210 -15.607 -6.872
N1 9.032 -18.034 -5.582
H11 8.316 -15.644 -2.592
H12 12.140 -16.855 -0.515
C10 7.988 -19.127 -9.465
O1 7.296 -20.038 -5.915
C11 10.538 -16.974 -4.068
H13 5.878 -22.068 -4.933
C12 2.903 -17.347 -0.366
H14 6.601 -21.136 -11.856
H15 4.896 -24.740 -1.689
C13 7.829 -19.427 -6.929
H16 5.998 -22.495 -9.910
H17 7.100 -14.566 -2.073
C14 7.610 -19.674 -10.719
C15 6.850 -22.059 -1.844
H18 2.659 -14.059 -7.175
C16 5.170 -16.629 -0.734
C17 3.764 -17.318 -2.607
C18 7.498 -19.871 -8.324
C19 9.963 -17.163 -5.417
H19 4.228 -16.622 1.175
C20 4.130 -16.830 0.128
H20 7.599 -14.550 -3.733
C21 12.147 -16.077 -2.528
H21 8.898 -17.777 -8.525
Eu1 7.744 -19.284 -3.728
O2 8.776 -18.108 -9.446
C22 7.346 -15.238 -2.877
C23 4.960 -16.838 -2.097
N2 10.025 -17.793 -3.075
H22 4.886 -24.254 -4.138
H23 1.758 -17.868 -2.307
H24 3.123 -13.022 -4.951
N3 8.645 -18.409 -6.860
C24 6.176 -23.075 -1.254
P1 6.245 -16.586 -3.437
C25 3.626 -13.857 -5.271
C26 10.594 -17.757 -1.873
C27 11.600 -16.154 -3.785
C28 11.616 -16.876 -1.533
H25 2.152 -17.691 0.377
H26 10.227 -16.470 -6.192
C29 6.477 -21.533 -9.740
N4 6.798 -21.703 -3.118
C30 6.794 -21.045 -8.503
H27 6.571 -21.510 -7.556
C31 5.070 -16.107 -5.925

The HOMO energy (alpha / beta) comes out at -8.26 / -8.62 eV. As for the multiplicity: 8. The value obtained for the gap between HOMO and LUMO (alpha / beta) is 5.46 / 3.20 eV. For the calculated total energy, the calculation gives -5192.3493 Ha. The expectation value of S² is 15.79. As for the charge: +1. For the LUMO energy (alpha / beta), the calculation gives -0.10303 / -0.19925 Ha.


No. 2
The following is a DFT calculation (ωB97M-V/def2-TZVPD) of C31H27ClEuF3IN3O3P as an isolated structure at a distorted geometry.

Element x y z (Å)
H1 -5.470 0.927 2.129
C1 0.522 5.070 0.013
H2 -2.714 5.942 -0.412
H3 5.878 2.228 0.628
C2 -2.403 0.517 3.500
H4 6.130 0.568 -1.409
C3 0.377 3.686 -0.007
C4 -1.640 0.748 2.369
C5 -0.586 5.886 -0.128
H5 3.321 0.485 0.836
Eu1 0.774 -0.634 0.818
C6 -2.234 1.031 1.137
C7 -1.974 3.934 -0.357
H6 3.710 -1.073 0.887
H7 -0.477 6.962 -0.094
O1 1.508 1.721 0.720
C8 1.661 -5.674 -0.358
C9 5.462 0.581 -0.548
H8 -1.512 2.803 -2.827
H9 -2.885 -5.847 0.379
C10 -2.869 -0.170 -1.896
H10 -4.109 1.270 0.111
H11 -0.564 0.735 2.490
C11 -1.985 -5.256 0.265
O2 2.711 3.409 -0.122
C12 4.174 -0.132 -0.888
F1 1.834 -0.078 2.759
H12 -2.957 3.505 -0.513
H13 -4.108 -1.394 -3.139
H14 3.487 2.796 -0.008
H15 1.755 -6.747 -0.469
I1 -3.866 -2.971 0.858
C13 -0.875 3.096 -0.205
C14 -3.621 1.082 1.062
H16 -4.391 0.401 4.295
H17 1.506 5.497 0.157
C15 -4.391 0.874 2.198
C16 -2.078 1.880 -2.883
C17 0.386 -5.114 -0.128
C18 -0.934 -3.061 0.233
F2 0.432 -1.825 2.744
H18 5.967 0.046 0.256
C19 1.578 2.849 0.229
H19 4.388 -1.084 -1.375
H20 3.451 -2.832 -0.292
C20 2.588 -3.485 -0.263
C21 -2.136 1.014 -1.790
C22 -0.807 -5.873 0.001
H21 -4.002 0.152 -5.077
H22 3.747 -5.267 -0.601
H23 3.610 0.469 -1.606
C23 -2.747 1.569 -4.062
F3 2.186 -1.862 4.074
C24 -3.477 0.392 -4.159
H24 5.324 2.616 -0.832
O3 -0.951 -1.723 0.298
C25 2.757 -4.866 -0.432
C26 -3.786 0.583 3.415
C27 -2.046 -3.846 0.389
H25 -2.912 -0.858 -1.060
N1 1.427 -2.921 -0.057
H26 -2.699 2.250 -4.905
C28 -1.838 5.313 -0.308
C29 -3.539 -0.474 -3.073
C30 0.309 -3.717 0.003
Cl1 -0.765 -7.601 -0.156
P1 -1.128 1.276 -0.296
C31 1.930 -1.657 2.830
N2 5.198 1.958 -0.072
H27 -1.919 0.283 4.440
N3 3.307 -0.364 0.281

The HOMO energy (alpha / beta) comes out at -7.04 / -10.59 eV. As for the multiplicity: 7. The value obtained for the gap between HOMO and LUMO (alpha / beta) is 4.02 / 3.78 eV. For the calculated total energy, the calculation gives -3696.3462 Ha. The expectation value of S² is 12.04. As for the charge: +1. For the LUMO energy (alpha / beta), the calculation gives -0.11103 / -0.25008 Ha. As for the relative energy (zero: lowest compared OMol25 entry of this formula, charge and spin): 142.1 kcal per mole.


No. 3
The following is a DFT calculation (ωB97M-V/def2-TZVPD) of C31H28As2IrNOS as an isolated structure at a distorted geometry.

Element x y z (Å)
C1 4.444 1.340 -4.917
C2 1.250 4.679 0.961
C3 2.680 0.884 -2.856
C4 1.837 -0.793 1.191
H1 -0.560 2.676 -1.087
C5 -0.129 -4.538 1.118
H2 3.003 -1.220 -3.241
H3 -6.398 1.992 -1.854
C6 1.427 2.263 -0.375
C7 -1.054 -0.637 2.281
As1 0.027 -1.599 1.006
H4 -3.305 -1.131 4.748
C8 -0.991 0.759 2.294
H5 -6.666 0.218 -3.607
C9 2.568 -0.597 -0.126
H6 5.118 1.519 -5.745
C10 0.653 -5.800 3.007
C11 0.095 -5.759 1.738
H7 0.812 -6.754 3.492
C12 -5.778 0.261 -2.991
H8 -0.353 1.294 1.597
C13 0.225 -3.374 1.786
As2 1.550 0.583 -1.323
C14 -4.765 -0.659 -3.167
C15 0.267 3.029 -0.480
H9 3.413 2.121 0.461
S1 -2.364 -1.745 -2.495
H10 -1.967 -2.406 3.122
C16 0.994 -4.625 3.668
H11 2.727 -1.545 -0.645
C17 4.158 0.033 -4.538
O1 -2.413 0.495 -0.676
C18 -1.910 -1.325 3.140
H12 -3.173 1.333 4.807
H13 3.236 4.258 1.663
H14 2.476 3.031 -2.740
C19 0.184 4.242 0.185
C20 2.499 2.699 0.399
H15 4.100 3.430 -4.548
H16 -0.166 -6.674 1.225
C21 2.404 3.910 1.066
H17 -1.665 2.544 3.266
C22 2.945 2.195 -3.243
N1 -3.499 0.402 -1.441
C23 0.776 -3.398 3.065
Ir1 -0.673 -0.594 -1.230
H18 2.408 -1.464 1.832
H19 1.189 5.627 1.479
C24 3.853 2.416 -4.265
H20 1.715 0.156 1.715
H21 1.017 -2.481 3.590
H22 -0.707 4.849 0.098
H23 -4.833 -1.437 -3.917
C25 -1.735 1.465 3.221
C26 3.253 -0.202 -3.518
H24 3.553 -0.161 0.045
H25 -0.570 -4.502 0.129
C27 -4.473 1.301 -1.260
C28 -3.618 -0.590 -2.366
H26 1.426 -4.658 4.659
H27 4.625 -0.803 -5.041
C29 -5.629 1.250 -2.020
H28 -4.282 2.041 -0.495
C30 -2.573 0.780 4.096
C31 -2.660 -0.607 4.057

The HOMO energy (alpha / beta) comes out at -16.89 / -16.88 eV. As for the multiplicity: 2. The value obtained for the gap between HOMO and LUMO (alpha / beta) is 5.00 / 4.14 eV. For the calculated total energy, the calculation gives -6301.0316 Ha. The expectation value of S² is 0.91. As for the charge: +3. For the LUMO energy (alpha / beta), the calculation gives -0.43698 / -0.46845 Ha. As for the relative energy (zero: lowest compared OMol25 entry of this formula, charge and spin): 18.4 kcal per mole.